# 1
This record from OMol25 describes 12 unconnected molecules or ions with the total composition C47H127N9O16. The level of theory is the ωB97M-V functional and the def2-TZVPD basis.

Each line ends with the Löwdin charge.
CARTESIAN COORDINATES (ANGSTROEM)
C1 3.85 -5.76 -3.28  -0.09
H1 -2.20 -5.07 1.74  0.08
H2 6.74 -4.02 -4.99  0.15
C2 0.51 -7.05 -15.52  -0.17
H3 2.93 3.88 6.64  0.12
H4 -3.30 -1.73 -1.36  0.08
H5 7.23 -5.92 -3.77  0.05
H6 1.11 3.82 8.10  0.13
C3 -2.00 -6.20 -7.00  -0.10
H7 -7.83 -1.95 -3.72  0.09
H8 1.76 5.36 8.81  0.11
H9 0.68 -2.67 6.92  0.09
C4 -2.10 -5.13 8.02  -0.18
H10 -4.09 7.94 5.60  0.08
H11 -10.56 -2.13 -3.46  0.09
H12 5.97 1.81 -0.07  0.10
H13 -2.05 -7.92 -10.57  0.12
C5 5.45 1.03 0.51  -0.16
H14 6.01 0.97 4.15  0.09
C6 5.54 -0.44 -1.57  -0.21
H15 8.10 -4.44 -7.05  0.09
H16 -0.62 -8.79 -10.33  0.11
C7 -3.35 5.03 4.01  -0.25
C8 -3.33 6.13 5.10  -0.46
H17 8.16 -6.66 -4.96  0.07
H18 -4.28 -4.96 0.85  0.09
H19 -5.15 3.85 -8.60  0.08
H20 1.08 0.71 2.31  0.09
N1 -3.12 -5.03 9.04  -0.06
H21 3.01 4.75 -3.56  0.06
H22 1.79 8.74 0.70  0.08
H23 -7.08 2.89 -4.56  0.08
C9 -2.56 -5.85 1.08  -0.24
O1 -9.81 -1.83 -3.99  -0.10
C10 -1.60 -0.14 0.31  -0.16
C11 2.68 6.26 -1.38  -0.18
H24 -1.67 7.07 4.25  0.07
H25 1.49 -7.25 -13.32  0.12
C12 -6.56 3.24 -3.67  -0.07
C13 -3.54 -4.52 11.37  -0.16
C14 3.25 7.10 7.30  -0.21
C15 -2.74 -4.13 10.09  -0.24
O2 2.04 6.88 -0.21  -0.19
C16 5.66 0.62 -2.73  -0.16
N2 4.79 0.04 -0.40  -0.06
O3 -4.63 4.60 3.82  -0.16
C17 -1.56 -3.79 7.34  -0.21
H26 3.86 0.26 -0.72  0.10
H27 -0.58 0.79 2.71  0.07
O4 4.36 1.11 -3.21  -0.21
H28 3.29 5.28 10.27  0.08
N3 2.74 5.70 -3.79  0.04
H29 -0.06 5.02 -3.13  0.07
H30 4.67 1.39 1.17  0.10
H31 -4.24 7.78 3.94  0.09
N4 -6.51 5.54 -4.27  0.02
H32 -4.32 2.50 4.36  0.08
C18 2.67 4.84 7.09  -0.23
H33 -7.37 3.52 -3.00  0.07
C19 -1.45 -0.66 -1.08  -0.47
H34 6.74 2.47 4.15  0.08
C20 -0.63 -7.08 -12.64  -0.17
N5 3.78 5.75 7.36  -0.04
H35 2.19 7.25 7.54  0.12
H36 -7.40 -1.75 3.53  0.08
H37 -6.92 5.35 -5.18  0.06
H38 -5.83 -3.22 3.58  0.08
H39 6.40 -4.86 -7.29  0.08
O5 0.13 -8.03 -14.68  -0.18
C21 -1.01 -7.24 -8.84  -0.24
H40 4.64 4.50 9.51  0.08
O6 -2.09 -6.35 -8.44  -0.17
H41 3.01 -5.52 -3.93  0.08
H42 -8.86 -1.41 -2.30  0.08
H43 -2.92 5.52 3.13  0.12
H44 -7.74 -3.02 2.35  0.08
O7 5.13 8.12 6.14  -0.17
H45 3.20 8.86 6.20  0.11
C22 -4.77 4.24 -5.42  -0.20
O8 2.73 3.62 9.23  -0.18
H46 -2.18 -7.21 -6.63  0.08
H47 -2.59 4.27 4.17  0.12
C23 -2.73 -0.91 -1.79  -0.07
H48 -3.26 -5.91 9.53  0.10
H49 -2.86 -6.58 1.83  0.07
H50 6.23 0.32 -3.60  0.11
H51 -1.62 -4.83 12.87  0.09
C24 -1.82 -5.79 12.38  -0.11
H52 -2.91 -3.10 9.76  0.12
C25 0.11 0.96 1.88  -0.12
C26 -4.68 3.48 -7.69  -0.11
C27 -8.77 -2.05 -3.18  -0.23
H53 -1.04 -5.78 -6.70  0.08
H54 -2.01 0.86 0.37  0.12
C28 5.60 -5.72 -4.97  -0.22
H55 -2.61 -1.01 -2.87  0.09
C29 7.29 -5.09 -6.71  -0.08
H56 -2.19 -0.79 0.96  0.13
H57 3.64 7.54 8.21  0.12
H58 0.78 -7.07 -11.01  0.09
H59 -0.99 -5.87 11.68  0.08
H60 3.55 6.30 -3.82  0.06
O9 -0.27 -0.04 0.96  -0.22
H61 -3.89 3.60 -5.37  0.12
H62 -2.51 -5.72 7.20  0.11
H63 2.70 0.59 -4.35  0.09
H64 0.24 5.09 -1.44  0.08
H65 -1.72 -6.35 0.58  0.09
C30 -5.64 4.38 -4.15  -0.41
N6 -2.03 6.78 5.15  0.02
H66 1.31 6.95 -2.90  0.13
H67 -4.80 2.40 -7.77  0.09
C31 -1.02 -7.78 -10.24  -0.20
H68 3.59 -5.28 -2.33  0.09
C32 6.89 -5.05 -5.32  -0.48
H69 1.01 3.91 -2.51  0.07
N7 -0.75 -1.96 -1.12  0.04
H70 3.17 5.35 -1.01  0.12
H71 -1.21 -5.70 8.28  0.11
C33 6.29 1.76 3.46  -0.16
C34 2.18 8.24 -0.19  -0.16
H72 -4.59 -4.54 11.08  0.12
H73 6.54 -0.79 -1.31  0.11
C35 -0.01 -2.18 7.61  -0.16
O10 -3.65 -5.53 0.40  -0.09
O11 -0.83 -3.04 8.25  -0.19
H74 5.20 -1.37 -2.02  0.10
O12 5.17 -5.28 -3.66  -0.20
H75 -0.14 2.01 1.77  0.08
H76 1.92 5.35 6.48  0.12
H77 0.04 -1.95 -0.49  0.06
H78 -1.68 -4.19 10.34  0.10
H79 5.62 -6.80 -4.93  0.13
C36 0.74 4.96 -2.40  -0.06
H80 -0.18 -7.20 -16.35  0.10
H81 -1.00 -8.16 -8.25  0.11
C37 -7.12 -2.15 2.56  -0.19
H82 -0.01 -6.83 -8.71  0.12
H83 1.54 8.62 -0.98  0.09
H84 -5.27 6.70 4.98  0.08
C38 1.83 6.03 -2.65  -0.40
H85 6.19 1.48 -2.33  0.10
C39 3.61 0.17 -3.92  -0.14
H86 -3.31 0.00 -1.67  0.08
H87 -1.86 -6.62 13.08  0.09
H88 -1.01 -4.10 6.45  0.11
H89 3.75 3.76 10.96  0.08
H90 3.58 6.83 -1.60  0.11
H91 3.40 -0.70 -3.30  0.08
O13 -3.05 -5.89 11.67  -0.21
H92 4.08 -0.18 -4.85  0.08
O14 -5.91 -2.77 2.73  -0.13
H93 1.55 -7.18 -15.82  0.09
H94 -0.79 0.02 -1.60  0.14
H95 -2.00 7.59 5.75  0.06
H96 6.29 -0.53 1.95  0.11
H97 -3.47 5.78 6.12  0.14
H98 -7.35 5.64 -3.71  0.07
H99 0.63 -8.71 -12.84  0.12
H100 -1.01 -6.20 -13.15  0.11
H101 7.40 0.13 0.82  0.10
H102 3.88 -6.85 -3.28  0.08
H103 -4.27 5.19 -5.60  0.12
H104 3.39 7.66 5.08  0.12
C40 5.57 8.95 5.15  -0.16
H105 -5.01 4.60 -3.28  0.12
H106 5.71 8.49 4.17  0.09
H107 4.80 -5.51 -5.68  0.12
H108 -5.89 3.22 4.35  0.09
H109 7.45 -6.12 -7.04  0.09
H110 -3.39 -3.79 12.17  0.11
H111 -1.38 -2.56 -0.59  0.06
C41 -4.85 3.42 4.62  -0.08
H112 5.41 2.27 3.07  0.08
O15 -5.46 3.95 -6.60  -0.19
C42 0.53 -7.77 -13.37  -0.24
H113 6.58 9.22 5.45  0.09
H114 -2.72 -5.56 -6.49  0.08
C43 3.70 4.31 10.02  -0.11
H115 4.99 9.87 5.16  0.09
H116 -3.64 3.79 -7.78  0.09
H117 0.66 -1.62 8.27  0.10
H118 3.21 8.60 -0.16  0.09
C44 2.00 4.42 8.33  -0.26
H119 -2.36 -3.14 6.98  0.12
C45 -4.30 7.18 4.85  -0.09
C46 3.73 7.92 6.08  -0.21
H120 -4.79 3.55 5.70  0.09
N8 7.87 -5.79 -4.54  0.04
C47 6.59 0.42 1.50  -0.14
H121 4.53 5.79 6.69  0.11
H122 -7.16 -1.41 1.76  0.09
N9 -0.20 -6.93 -11.20  -0.06
H123 0.32 -6.03 -15.18  0.09
H124 -1.39 -7.87 -12.62  0.11
H125 -0.58 -1.50 6.98  0.09
H126 -6.08 2.44 -3.11  0.06
H127 -8.89 -3.06 -2.80  0.08
O16 7.21 1.29 2.53  -0.19

Properties
**E_LUMO**: -0.01 eV
**ΔE to the lowest compared entry with this formula, charge and spin**: 7.3569 eV
**E_tot**: -3562.85953 hartree
**SMILES**: COC[C@H](C)N.COC[C@H](C)N.COC[C@H](C)N.COC[C@H](C)N.COC[C@H](C)N.COCCNCCOC.COCCNCCOC.COCCNCCOC.COCCNCCOC.CO.CO.CO

# 2
This record from OMol25 describes 18 unconnected molecules or ions with the total composition C47H138N18O23. The level of theory is the ωB97M-V functional and the def2-TZVPD basis.

Each line ends with the Löwdin charge.
CARTESIAN COORDINATES (ANGSTROEM)
H1 -2.09 1.90 2.59  0.11
H2 -5.39 -0.18 1.28  0.08
H3 4.95 -3.21 -2.24  0.05
C1 0.48 0.46 4.88  -0.14
C2 -1.89 -5.13 -0.88  -0.21
H4 -2.36 -4.07 5.15  0.08
H5 2.13 0.76 -0.02  0.09
C3 4.75 -1.14 -1.02  -0.27
H6 -3.75 4.20 -2.36  0.12
N1 -8.50 1.10 -0.29  0.13
H7 -0.02 -5.14 4.23  0.06
H8 -1.97 0.12 -2.97  0.08
C4 3.23 -0.08 -5.40  -0.03
O1 4.13 -0.80 -2.23  -0.11
C5 2.27 4.66 -5.89  -0.11
H9 0.28 3.57 -4.67  0.05
C6 -2.11 5.96 -0.63  -0.73
N2 -7.06 3.04 -0.22  0.16
H10 -4.06 -1.26 6.80  0.13
H11 2.44 -4.13 -4.53  0.14
H12 4.95 -6.19 1.18  0.07
H13 5.64 4.80 0.21  0.10
H14 -2.40 -0.38 -0.28  0.05
H15 -3.10 -1.29 -5.30  0.06
H16 -1.17 0.75 -6.45  0.13
H17 2.48 6.40 -2.08  0.11
H18 -4.90 3.87 3.12  0.11
H19 -3.86 2.27 1.07  0.11
H20 -2.37 -0.86 7.03  0.14
N3 -4.87 -0.84 -2.51  0.19
H21 -1.51 -0.09 2.00  0.10
N4 -3.84 -2.85 -2.22  0.15
C7 2.25 4.47 -1.14  -0.25
C8 1.91 -4.47 -3.58  -0.26
H22 8.33 2.93 1.28  0.07
H23 6.91 3.11 -2.12  0.08
O2 0.02 0.44 0.04  -0.20
H24 0.57 2.46 1.49  0.08
O3 3.92 6.10 -0.59  -0.08
H25 0.44 3.72 2.46  0.08
H26 -7.69 -5.17 1.38  0.08
H27 3.21 -5.81 -3.17  0.09
C9 -1.30 0.83 -5.36  -0.21
H28 3.58 2.42 -6.57  0.14
H29 -2.36 0.43 4.94  0.09
H30 5.35 2.29 -2.30  0.07
H31 6.63 -1.98 -0.41  0.11
H32 -6.22 -5.79 -0.62  0.08
O4 0.77 1.10 3.69  -0.22
H33 4.60 1.48 -4.57  0.13
H34 6.50 -1.29 -2.07  0.11
H35 -1.52 -7.16 -0.84  0.12
H36 1.15 4.64 -5.97  0.07
H37 -6.10 3.41 -0.26  0.10
H38 -4.67 1.46 6.68  0.09
H39 -3.81 4.11 1.32  0.12
H40 1.06 -5.10 -3.83  0.10
H41 -4.27 0.93 3.79  0.04
O5 5.78 -3.28 -1.77  -0.06
H42 7.36 2.08 2.47  0.05
C10 -4.73 -3.37 1.09  -0.21
H43 4.10 -1.72 -0.34  0.09
H44 0.73 -6.61 4.94  0.08
H45 0.55 -2.91 -3.61  0.11
H46 -1.56 2.90 1.29  0.11
N5 -5.56 -5.02 -0.48  0.04
H47 -2.38 -2.35 2.69  0.06
C11 3.11 5.60 -1.68  -0.21
N6 -1.41 5.75 0.55  0.21
H48 2.71 4.51 -6.91  0.10
H49 5.42 4.07 -1.84  0.06
H50 -2.81 -3.58 6.86  0.10
O6 -0.39 1.69 -4.77  -0.23
N7 5.37 -1.44 2.67  0.18
C12 2.24 2.67 2.59  -0.37
N8 -4.36 0.12 4.43  0.06
H51 4.15 -3.86 0.13  0.08
H52 -6.77 -4.07 2.45  0.07
C13 -1.16 -0.56 -4.71  -0.42
C14 6.03 -1.93 -1.32  -0.22
O7 -1.85 3.92 3.10  -0.08
C15 -2.10 -1.63 -5.34  -0.05
N9 -2.33 -1.17 0.35  0.10
H53 -0.61 -2.47 3.08  0.08
H54 3.96 -6.81 2.33  0.07
H55 -0.10 1.05 5.56  0.08
H56 -1.30 -3.17 1.57  0.06
N10 3.27 -0.80 3.08  0.18
O8 1.54 -5.85 3.19  -0.18
C16 -5.91 -4.12 0.56  -0.46
H57 -2.27 1.32 -5.12  0.13
C17 4.59 -0.39 2.93  -0.69
C18 0.89 -5.66 4.46  -0.08
C19 7.77 3.02 2.20  -0.01
C20 1.25 0.61 -0.67  -0.10
O9 2.76 3.66 -5.01  -0.22
C21 -1.36 -2.30 2.26  -0.03
H58 2.23 -0.33 -5.27  0.04
C22 0.10 -0.75 0.83  -0.18
O10 -4.90 -2.11 1.74  -0.22
H59 -0.05 -0.41 4.59  0.07
H60 -3.67 -3.83 -2.58  0.11
H61 -2.12 -2.52 -4.72  0.06
C23 -2.85 2.41 -1.88  -0.75
H62 -2.26 -5.14 -1.94  0.12
H63 -2.76 -5.32 -0.22  0.11
H64 -0.58 3.23 -6.23  0.11
C24 3.55 1.30 -4.76  -0.36
H65 1.37 -4.98 5.20  0.09
H66 2.64 1.90 1.89  0.12
O11 0.23 -6.51 -1.40  -0.06
H67 -1.71 -1.87 -6.31  0.07
N11 3.49 -3.74 0.92  0.05
C25 2.06 -4.69 2.55  -0.22
H68 2.62 -3.40 0.46  0.06
O12 -6.13 -2.69 -2.40  0.04
N12 1.09 3.26 1.85  0.09
H69 -9.11 1.40 0.44  0.07
H70 2.57 5.62 -5.47  0.08
H71 4.19 3.39 3.36  0.09
O13 -2.71 -2.03 5.34  -0.22
H72 1.14 1.52 -1.25  0.06
O14 2.80 -5.09 -2.69  -0.06
C26 4.30 -5.85 1.98  -0.04
H73 -5.29 -1.37 -0.13  0.08
H74 4.26 2.75 0.74  0.05
C27 6.04 2.77 -0.24  -0.42
H75 0.29 -3.49 -1.33  0.02
H76 7.22 4.56 -0.03  0.12
C28 -5.59 -1.18 0.91  -0.09
O15 -1.18 -3.88 -0.58  -0.12
O16 1.38 4.91 -0.10  -0.14
O17 6.63 3.97 1.87  -0.19
N13 4.92 2.04 0.37  0.08
H77 -1.92 5.19 1.21  0.06
H78 5.22 1.58 1.20  0.02
H79 3.36 4.25 1.98  0.05
H80 2.49 -5.65 0.80  0.14
C29 -2.28 2.91 2.18  -0.26
H81 1.30 -4.08 2.00  0.13
C30 -3.71 3.09 1.76  -0.20
H82 6.31 -1.33 2.39  0.10
H83 -0.32 6.59 -1.49  0.12
H84 -4.22 -4.07 1.75  0.13
H85 -6.14 -5.61 2.18  0.07
C31 -0.58 3.08 -5.11  -0.09
C32 -5.06 -2.14 -2.43  -0.68
H86 -3.97 -3.54 5.47  0.08
H87 1.86 2.12 -5.91  0.12
H88 1.66 4.09 -1.99  0.10
O18 1.14 -3.08 -1.56  -0.09
H89 -0.17 -0.87 -4.97  0.11
H90 1.32 4.20 0.62  0.01
H91 3.36 6.27 0.16  0.06
H92 -3.97 -3.23 0.34  0.07
N14 -1.30 6.31 -1.63  0.17
N15 -1.32 -0.66 -3.29  0.08
H93 2.80 4.52 3.59  0.10
O19 -3.27 5.84 -0.76  0.06
H94 0.82 -0.64 1.67  0.11
H95 -1.29 3.81 -2.17  0.10
O20 -4.68 2.94 2.85  -0.10
H96 4.97 -2.35 2.44  0.09
C33 2.92 2.40 -5.67  -0.19
O21 4.93 0.74 3.18  0.03
H97 2.88 3.65 -0.78  0.10
C34 -2.94 -3.35 5.78  -0.11
H98 2.24 -2.48 -3.14  0.09
H99 -3.01 1.60 7.36  0.07
H100 5.01 -0.16 -0.60  0.09
H101 2.48 -4.09 3.34  0.11
H102 -6.62 -3.40 0.07  0.13
N16 -1.65 2.94 -1.78  0.22
H103 2.67 -0.03 3.28  0.03
O22 -6.55 1.12 -1.46  0.00
H104 3.76 -0.83 -4.81  0.07
H105 -0.43 -0.67 -2.81  0.06
H106 -4.73 2.83 -2.09  0.09
C35 1.41 -3.15 -2.97  -0.21
H107 -8.84 0.23 -0.72  0.11
H108 6.90 2.01 -0.21  0.15
C36 -6.70 -4.83 1.69  -0.04
H109 0.43 -1.58 0.21  0.11
H110 1.50 2.73 4.67  0.13
C37 3.25 3.76 2.94  -0.04
H111 2.65 1.50 4.40  0.09
N17 -3.81 3.16 -2.34  0.20
H112 3.82 5.36 -2.51  0.12
H113 -4.41 -0.70 3.78  0.08
C38 -0.95 -6.25 -0.65  -0.26
C39 -3.30 0.26 5.44  -0.44
C40 -3.17 -1.01 6.23  -0.21
H114 3.00 -1.54 2.42  0.08
H115 8.36 3.56 2.94  0.09
H116 1.84 1.40 -3.50  0.09
H117 -7.51 3.28 0.64  0.09
H118 -6.67 -1.28 1.12  0.10
H119 3.61 0.02 -2.32  0.03
O23 -3.06 1.24 -1.59  -0.02
H120 -5.41 -4.54 -1.39  0.06
H121 4.83 -5.31 2.75  0.07
H122 1.40 -0.16 -1.43  0.08
H123 -3.49 2.43 5.79  0.07
N18 2.88 1.33 -3.47  0.04
H124 3.16 2.22 -3.06  0.06
H125 -5.65 -0.22 -2.33  0.06
H126 -1.84 -3.18 -0.47  0.04
C41 -7.24 1.72 -0.64  -0.56
H127 -1.38 3.50 3.85  0.10
C42 6.40 4.07 0.48  -0.24
H128 1.43 0.09 5.39  0.12
C43 -3.56 1.49 6.41  -0.06
C44 -1.31 -0.96 1.40  -0.35
H129 -3.10 -2.29 -2.58  0.02
H130 3.44 -0.19 -6.45  0.08
H131 0.87 -5.80 -1.26  0.05
H132 -0.65 -6.18 0.45  0.14
H133 -3.96 -0.45 -2.56  0.05
H134 -1.56 3.41 -4.70  0.09
H135 -0.47 5.60 0.47  0.02
H136 -0.99 2.25 -1.46  0.09
C45 5.90 3.07 -1.74  -0.05
H137 -1.75 6.89 -2.22  0.07
C46 1.88 2.03 3.92  -0.17
H138 -3.23 -1.32 0.72  0.02
C47 3.08 -5.04 1.50  -0.42

Properties
**E_LUMO**: 0.27 eV
**E_tot**: -4589.60991 hartree

Record-wise orbital gap values, in eV: 8.6, 8.6
Record-wise E_HOMO values, in eV: -8.62, -8.35